[1]
A cluster of 7 separate species, C21H42O13 in total, computed with ωB97M-V/def2-TZVPD.

XYZ file:
```
76
C21H42O13 ωB97M-V/def2-TZVPD
O 4.2714 -2.7183 -4.3563
O -0.7064 -2.7279 2.2154
O -6.6981 2.7546 0.7358
O -1.3817 1.8839 3.4130
O 6.3427 2.3900 3.0718
O -2.3034 -0.6452 -1.8585
O 2.0186 -3.1591 -4.5682
O 2.5370 2.1439 -1.7033
O 0.7581 1.9119 -0.8113
O 2.5804 0.7974 0.0554
O -2.7662 -2.4311 3.2317
O -1.4317 -4.2461 3.7185
O 2.8342 -1.6303 -2.9758
C -6.1253 2.6739 -1.5997
C 2.9487 -2.5730 -4.0015
C 4.9645 0.7163 2.2242
C -5.8643 2.4237 -0.1624
C 3.9328 2.0348 -2.0934
C -3.5364 1.5252 4.3476
C -1.6117 1.0330 -3.4540
C 6.3321 2.3382 0.7287
C 1.5248 -1.2172 -2.6670
C -0.2269 1.3080 0.0338
C 2.0832 1.5954 -0.7172
C 5.9067 1.9061 2.0750
C -1.3467 0.9050 5.5939
C -0.7421 -1.4483 1.6220
C 4.6377 -3.7824 -5.2564
C -2.4007 -4.9527 4.5560
C -2.0640 -1.3918 -4.1465
C -2.0619 -0.3810 -3.0701
C -4.5322 1.8502 0.0881
C -1.7270 -3.0984 2.9871
C -2.0196 1.5426 4.3650
H -3.4075 -4.9340 4.1388
H -4.4480 1.4143 1.0836
H 4.3832 -4.7032 -4.7315
H -2.1982 -5.9955 4.8002
H 0.9345 -0.7548 -3.4581
H -4.3451 0.9929 -0.5586
H -0.6795 -0.7892 2.4879
H -4.0100 2.3889 4.8143
H -0.7779 1.3780 -2.8426
H -1.5372 -1.2251 0.9105
H -7.1685 2.8742 -1.8438
H 5.7214 -3.8259 -5.3642
H 4.1345 2.7497 -2.8912
H 3.9093 0.9499 2.0822
H -2.4124 1.7648 -3.5607
H 7.3592 2.6813 0.8531
H -2.6787 -1.0791 -4.9906
H -0.0711 1.4637 1.1013
H -3.8774 2.7193 0.0245
H -1.1636 1.0863 -4.4462
H -2.4832 -2.3198 -3.7578
H 6.4899 1.4182 0.1658
H 4.0793 1.0349 -2.5019
H -3.8332 0.5936 4.8292
H 5.6971 3.1101 0.2940
H 0.9759 -2.0965 -2.3298
H -5.5285 3.5455 -1.8686
H -1.7666 -0.0944 5.7086
H 4.2581 -3.7073 -6.2754
H -0.3139 0.2637 -0.2661
H 4.7181 2.2047 -1.3568
H -1.2084 1.7027 -0.2289
H -0.2874 0.8576 5.3412
H -1.6558 1.5608 6.4078
H -3.7146 1.4533 3.2746
H 1.5638 -0.5885 -1.7774
H 5.3640 -0.2171 1.8276
H 4.9791 0.5123 3.2948
H -2.4582 -4.3968 5.4919
H 0.2111 -1.3912 1.0965
H -1.0757 -1.7014 -4.4863
H -5.8043 1.7676 -2.1132
```

Values from the calculation:
HOMO-LUMO gap (alpha / beta), eV: 6.1 / 2.0
DFT total energy, Ha: -1803.02978
Charge: +1
Multiplicity: 2
E_LUMO (alpha / beta), Eh: -0.1842 / -0.3344


[2]
A cluster of 15 separate species, CH30NO16 in total, computed with ωB97M-V/def2-TZVPD.

XYZ file:
```
48
CH30NO16 ωB97M-V/def2-TZVPD
O 7.6910 14.0326 -5.3896
O 10.3047 17.6563 -0.7547
O 11.2321 16.4924 -4.7161
O 11.3240 13.8389 -4.7468
O 12.7861 12.5816 -3.0166
O 9.0234 16.1389 -5.7407
O 7.4822 14.4691 0.4940
O 13.4972 16.7797 -4.5878
O 9.0043 12.0454 -3.6623
O 7.3293 16.8641 -1.4766
O 10.2108 15.2991 0.6407
O 9.5905 18.3570 -3.7298
O 12.8331 15.4160 -2.2177
O 6.5458 14.5440 -2.6638
O 12.3313 17.3926 -6.4838
O 10.6720 12.7514 -0.5317
N 9.6811 15.0616 -2.3406
C 12.3299 16.9083 -5.1843
H 12.8396 15.8484 -3.1194
H 6.9064 17.1812 -0.6513
H 9.6233 18.4642 -2.7834
H 10.8530 13.2718 -5.4017
H 6.4501 15.2513 -2.0539
H 10.7435 13.3313 0.2281
H 6.4506 13.7506 -2.1384
H 10.1882 16.2106 0.2922
H 8.0484 14.9558 -5.4663
H 9.9534 18.4187 -0.2639
H 9.8230 12.3400 -0.3672
H 11.5213 14.7364 -5.0141
H 8.6327 11.3347 -3.1923
H 6.6105 14.5663 0.1235
H 9.9444 16.2555 -5.4277
H 7.5967 13.5906 0.8069
H 10.6052 14.9728 -2.0717
H 9.1108 14.4088 -1.8226
H 9.3079 15.0012 0.6872
H 12.2564 13.1537 -3.5685
H 12.8961 14.4461 -2.3413
H 11.0298 18.0455 -1.1297
H 8.8657 16.9988 -6.1485
H 10.1758 17.5980 -3.8504
H 12.6642 11.7647 -3.5204
H 7.0924 14.2307 -4.6561
H 9.4508 15.9835 -2.0287
H 9.4925 14.8476 -3.3339
H 8.3474 12.3823 -4.2245
H 6.9178 17.2243 -2.2470
```

Values from the calculation:
HOMO-LUMO gap, eV: 3.1
DFT total energy, Ha: -1314.70838
Charge: -1
Energy relative to the best compared isomer or geometry (same formula, charge and spin), kJ/mol: 190.1
E_LUMO, Eh: 0.0282


[3]
A structure of composition C5H8O3S, computed with ωB97M-V/def2-TZVPD.

XYZ file:
```
17
C5H8O3S ωB97M-V/def2-TZVPD
S 3.3846 0.4920 0.8119
O 3.6223 0.9842 -0.6903
O 3.9830 -0.7630 1.2604
O 0.5313 -0.1271 -1.4146
C 0.0759 -0.0928 -0.2735
C -2.1221 -0.2568 -1.4094
C -2.0011 -0.5075 1.1285
C 1.0324 0.2398 0.8089
C -1.4910 -0.3029 -0.0754
H -1.3510 -0.3192 -2.1514
H -2.8694 -0.9512 -1.5619
H -2.9734 -0.6927 1.3066
H -2.8034 0.5833 -1.4282
H 0.8577 -0.2566 1.7219
H 0.8913 1.3582 1.0175
H -1.4774 -0.4778 1.9818
H 2.7102 1.0902 -1.0328
```

Values from the calculation:
HOMO-LUMO gap, eV: 8.7
DFT total energy, Ha: -819.07973
Energy relative to the best compared isomer or geometry (same formula, charge and spin), kJ/mol: 401.5
E_LUMO, Eh: -0.0140


[4]
A structure of composition C27H30N9O3S2Se2Ti, computed with ωB97M-V/def2-TZVPD.

XYZ file:
```
74
C27H30N9O3S2Se2Ti ωB97M-V/def2-TZVPD
Se 0.9284 -3.2197 -0.1226
Se 1.9411 0.2130 -0.2774
Ti -0.4218 -0.9267 -0.1845
S -0.0929 2.1559 2.9946
S -1.1948 4.7854 2.2149
O -0.8407 3.8747 4.6797
O 5.7102 -2.4528 1.2271
O 4.1044 -1.0229 -2.4722
N -1.7705 -2.5627 -0.2117
N -0.4995 1.1556 -1.0047
N -0.3761 -0.8499 1.7989
N -1.3987 -0.5354 3.7608
N -3.7759 0.5748 1.8485
N -0.8875 -1.0715 -2.0844
N -0.1086 3.4450 -1.0897
N -2.3902 -0.0960 0.2420
N -0.5676 -0.1063 -2.9510
C -1.6246 -2.0909 -2.4957
C -2.2345 -3.2646 0.8127
C 3.5361 -0.7999 0.3462
C -4.3891 0.8052 0.6356
C 0.1074 3.4485 -2.4586
C -0.1313 -1.0173 4.0067
C 0.2652 2.1926 -4.5166
C -3.4762 -4.7234 -0.6179
C -0.7186 3.6569 3.3449
C -1.2019 5.1570 5.1277
C -3.0953 -4.3336 0.6742
C 3.7602 -2.1664 -0.3045
C 5.2419 -2.5592 -0.0968
C 0.4645 -1.2229 2.8029
C -1.4959 -0.3941 2.3949
C 0.5648 3.3582 -5.1950
C 0.3966 4.6153 -3.1527
C -3.5277 0.3778 -0.3270
C 2.8706 -3.2172 0.3530
C -0.3311 1.0474 -2.3791
C -0.3414 2.2966 -0.4246
C 3.5064 -2.1169 -1.8289
C -2.5426 0.0404 1.5700
C 0.6270 4.5687 -4.5193
C -2.9992 -4.0208 -1.6917
C -2.1319 -2.9231 -1.4812
C 0.0266 2.2187 -3.1417
H 3.4233 -0.9110 1.4291
H -5.3696 1.2303 0.5716
H -1.9464 -0.0286 4.4368
H 1.4418 -1.6193 2.5954
H 4.3837 -0.1339 0.1465
H 0.4403 5.5532 -2.6185
H 5.8488 -1.9386 -0.7726
H -0.0618 4.3083 -0.5618
H -4.0812 0.9343 2.7369
H 3.9273 -3.0181 -2.2848
H 3.2074 -4.2200 0.0816
H -3.2699 -4.2880 -2.7029
H -3.6587 0.3783 -1.3935
H -1.4071 5.0674 6.1949
H -1.8950 -2.9579 1.7994
H -1.8978 -2.2006 -3.5446
H 0.2282 -1.1726 5.0044
H -3.4696 -4.8492 1.5434
H 5.5300 -1.5567 1.5298
H 2.9165 -3.1215 1.4417
H 0.8575 5.4795 -5.0550
H 2.4179 -2.1181 -1.9998
H 0.7488 3.3306 -6.2591
H -2.0846 5.5190 4.5911
H 3.5980 -0.2389 -2.2054
H -0.3823 5.8649 4.9653
H 5.3883 -3.6098 -0.3591
H -4.1355 -5.5700 -0.7546
H 0.2059 1.2446 -5.0247
H -0.3891 2.3490 0.6645
```

Values from the calculation:
HOMO-LUMO gap (alpha / beta), eV: 4.6 / 4.7
DFT total energy, Ha: -8214.25581
Charge: -1
Energy relative to the best compared isomer or geometry (same formula, charge and spin), kJ/mol: 116.5
E_LUMO (alpha / beta), Eh: 0.0696 / 0.0722